C20H57F9N19O41PSZn as an isolated structure in a non-equilibrium geometry, computed with ωB97M-V with the def2-TZVPD basis set.

As for the HOMO energy: -0.396 Eh. The LUMO energy is -0.79 eV.

```
149
Properties=species:S:1:pos:R:3:mulliken_charge:R:1
Zn 2.43078 2.16017 -0.09478 2.138
P 0.88230 4.43420 -1.16680 1.420
F 1.88049 3.21806 -1.80357 -0.502
F -0.20024 3.30354 -0.94915 -0.521
F 1.44357 4.13891 0.41221 -0.564
F -0.05286 5.48702 -0.38909 -0.443
F 2.12875 5.41719 -1.27020 -0.415
F 0.36841 4.75316 -2.59347 -0.262
C -1.37117 0.25134 -0.79968 -0.271
F -2.05600 -0.86533 -1.10915 0.094
F -1.04457 0.90963 -1.98277 -0.037
F -2.15232 1.02935 -0.07108 -0.107
S 0.17663 -0.19208 -0.04598 -0.439
O 0.92754 -1.06593 -0.93723 -0.164
O 0.79263 1.13284 0.12033 0.614
O -0.24415 -0.79067 1.20045 -0.359
C 4.32891 5.19761 1.29742 -0.650
N 5.08374 4.03891 0.65137 0.722
O 4.48637 3.04113 0.26486 -0.400
O 6.29257 4.14263 0.50995 -0.535
H 4.02659 5.65585 0.34691 0.310
H 5.13504 5.72623 1.77143 0.400
H 3.59142 4.80026 1.93347 0.144
C -0.87986 -4.97731 -1.03559 0.125
N 0.10214 -6.09456 -0.66897 0.955
O -0.15986 -6.94429 0.11746 -0.573
O 1.20823 -6.02207 -1.24896 -0.509
H -0.54066 -4.20200 -0.31593 -0.405
H -1.84597 -5.25814 -0.69177 0.356
H -0.75998 -4.54414 -2.06151 0.077
C 1.69269 -4.98485 5.09704 -0.628
N 0.52019 -5.38082 4.23704 0.904
O 0.61345 -5.51655 3.05209 -0.457
O -0.57445 -5.32617 4.83751 -0.563
H 1.57152 -3.94317 5.44212 0.146
H 2.52668 -5.08132 4.38221 0.284
H 1.71903 -5.62069 5.99826 0.315
C 3.27807 -5.81779 -3.69123 -0.836
N 3.46269 -4.34967 -3.46322 1.001
O 3.39527 -3.89306 -2.33350 -0.459
O 3.77917 -3.76787 -4.45021 -0.577
H 3.45398 -6.02080 -4.73780 0.302
H 2.27790 -6.04878 -3.41367 0.268
H 4.06125 -6.33166 -3.08080 0.306
C 0.06828 -2.00288 -3.70626 1.414
N 0.33640 -3.22795 -4.53096 1.060
O -0.04309 -3.27423 -5.68611 -0.692
O 0.96360 -4.14909 -3.98874 -0.536
H -0.12660 -2.31289 -2.66210 -0.337
H -0.67065 -1.32471 -4.13069 -0.719
H 1.04714 -1.54415 -3.78155 -0.209
C 6.43701 -0.47338 2.08964 -0.659
N 5.90666 -1.45787 3.09138 1.051
O 5.94473 -2.60266 2.72805 -0.583
O 5.48848 -1.06705 4.14748 -0.574
H 5.76410 0.39855 1.92923 0.089
H 6.57366 -1.08982 1.22697 0.298
H 7.34167 -0.19108 2.56164 0.387
C -2.99186 -5.45466 2.42535 -0.856
N -2.79463 -3.99127 2.49115 1.129
O -3.34690 -3.34311 3.30949 -0.631
O -2.07359 -3.55646 1.59682 -0.351
H -2.26329 -5.80040 1.71714 0.153
H -3.96398 -5.74061 2.06718 0.289
H -2.81283 -5.82636 3.39549 0.352
C -2.30450 -1.51089 -7.03197 -0.785
N -2.76213 -1.25361 -5.69087 0.827
O -2.12098 -0.46694 -5.03618 -0.407
O -3.71841 -1.85233 -5.28640 -0.560
H -1.30788 -1.93693 -7.00741 0.253
H -2.24571 -0.53200 -7.60217 0.268
H -3.03155 -2.16126 -7.45138 0.348
C 4.38349 -0.64102 -2.68597 -0.546
N 4.14581 0.10389 -1.42186 0.950
O 4.68682 -0.08321 -0.38446 -0.328
O 3.19006 0.89188 -1.52132 -0.754
H 5.10114 -1.45536 -2.53782 0.384
H 4.60902 0.05495 -3.54832 0.287
H 3.40861 -1.06417 -2.80389 -0.102
C -0.98079 -0.90645 4.73261 0.297
N -0.33635 -1.30807 6.00077 1.122
O 0.85144 -1.05163 6.18041 -0.575
O -0.99015 -1.85515 6.83799 -0.619
H -0.22818 -0.62717 4.01815 -0.593
H -1.56816 0.02341 4.84676 0.350
H -1.69043 -1.63862 4.36148 0.074
C 2.31214 8.03038 4.38098 -0.727
N 2.98704 8.05977 3.04400 0.844
O 3.48533 9.14226 2.70098 -0.518
O 2.95340 7.03884 2.39310 -0.488
H 2.59350 8.92471 4.91180 0.315
H 2.48428 7.08894 4.90688 0.264
H 1.27476 8.02971 4.10542 0.285
C -2.14277 3.97993 2.02635 -0.646
N -1.26173 3.12810 2.83810 0.982
O -1.63508 1.95977 3.12680 -0.506
O -0.19934 3.64110 3.15311 -0.510
H -2.93100 4.36149 2.63415 0.393
H -2.46937 3.31469 1.24814 0.107
H -1.55841 4.88248 1.63943 0.187
C -5.13189 -1.21311 2.40118 -0.160
N -6.38525 -0.54102 1.80087 0.933
O -7.33825 -1.20937 1.57578 -0.550
O -6.28286 0.65198 1.48070 -0.570
H -4.60850 -1.63934 1.56747 -0.198
H -5.50322 -2.01147 3.00222 0.389
H -4.55019 -0.44969 2.87997 0.190
C 1.66382 -3.25078 1.10268 -0.695
N 2.24761 -2.25092 2.04511 0.843
O 2.21239 -2.43529 3.23012 -0.514
O 2.74205 -1.29039 1.56658 -0.097
H 0.57153 -3.14684 1.17954 -0.066
H 2.01127 -4.24256 1.41928 0.552
H 2.00599 -2.97864 0.07644 0.038
C -5.13759 -1.28757 -1.71280 -0.700
N -5.31757 -2.50739 -0.91401 0.899
O -4.39524 -2.80880 -0.18632 -0.474
O -6.39287 -3.09159 -0.98727 -0.570
H -6.12717 -0.87357 -1.88454 0.363
H -4.69112 -1.61209 -2.64968 0.402
H -4.49285 -0.56051 -1.24254 -0.025
C 0.34227 1.99447 -4.82734 0.119
N 1.79103 1.65949 -5.13892 0.818
O 2.35016 2.29124 -6.02704 -0.599
O 2.26486 0.66022 -4.61526 -0.473
H -0.21452 1.11155 -5.11364 -0.004
H 0.16004 2.87230 -5.41293 0.343
H 0.32622 2.22185 -3.78926 -0.279
C 1.76267 0.89558 3.59571 -0.319
N 2.43739 2.12545 3.06692 0.778
O 2.94509 2.01471 1.96240 -0.305
O 2.61805 3.10157 3.75226 -0.542
H 2.52913 0.16807 3.83502 0.356
H 1.11182 0.50167 2.80402 -0.423
H 1.25955 1.24230 4.50693 0.354
C -6.81897 3.41599 -0.46785 -0.898
N -5.45149 2.88123 -0.71252 0.931
O -5.29152 1.85546 -1.36456 -0.442
O -4.51088 3.56342 -0.31953 -0.504
H -6.75428 4.06472 0.39045 0.312
H -7.45901 2.56994 -0.29165 0.331
H -7.19435 3.95224 -1.34105 0.305
C -3.06199 4.96176 -2.88247 -0.538
N -2.20104 4.56028 -4.06015 1.021
O -2.25391 3.39646 -4.36451 -0.548
O -1.63405 5.46397 -4.63690 -0.562
H -4.09319 4.98542 -3.22938 0.339
H -2.71146 5.92838 -2.58190 0.310
H -2.87186 4.21154 -2.12162 -0.030
```